No. 1
Computed, not measured: C46H65BrInN2O2PS3Sb2Te as an isolated structure at a distorted geometry, with wB97M-V/def2-TZVPD.

total charge = -1
<S²> = 0.76
multiplicity = 2
frontier orbital gap (alpha / beta) = 0.219 / 0.161 hartree
HOMO energy (alpha / beta) = -4.2 / -4.2 eV
E_tot = -7100.5497 Ha
energy relative to the best compared isomer or geometry (same formula, charge and spin) = 176.54 kJ/mol

XYZ file:
```
124
C46H65BrInN2O2PS3Sb2Te | the OMol25 dataset | wB97M-V/def2-TZVPD
In 0.7893 -1.5877 -0.0972
C 1.9358 -2.6612 4.4821
C 2.5910 -1.2911 4.6443
C 2.9496 -1.0488 6.1145
C 1.7258 -0.1614 4.1284
C 0.4653 0.0695 4.6484
C -0.2940 1.1716 4.2878
C -1.4846 1.4676 5.1900
C -2.3736 0.2425 5.4510
C -0.9701 2.0110 6.5323
C 0.1816 2.0693 3.3089
C 1.5102 1.9322 2.8733
C 2.2281 0.7949 3.2586
C 2.3863 3.0193 2.2428
C 3.0610 3.8435 3.3514
C 1.7756 3.9584 1.1998
C -0.6149 3.3160 3.0001
C -0.4024 4.3171 3.9583
C -1.0020 5.5614 3.9188
C -1.8715 5.8367 2.8794
C -2.1060 4.8562 1.9301
C -1.5079 3.5875 1.9354
P -2.0490 2.3899 0.5715
C -2.2087 3.3590 -1.0758
C -2.4610 4.8642 -1.1288
C -3.2835 2.6700 -1.9258
C -0.8906 3.0636 -1.8027
C -3.8407 2.0574 1.1549
C -4.8542 3.2021 1.1186
C -4.3911 0.8314 0.4004
C -3.6988 1.6288 2.6146
H 2.5938 -3.4450 4.8647
H 1.7228 -2.8832 3.4372
H 0.9937 -2.7134 5.0314
H 3.5174 -1.2787 4.0638
H 2.0539 -1.0883 6.7392
H 3.4118 -0.0691 6.2518
H 3.6436 -1.8128 6.4722
H 0.0689 -0.6014 5.4030
H -2.0806 2.2583 4.7444
H -1.9942 -0.3440 6.2913
H -2.4243 -0.4153 4.5829
H -3.3893 0.5531 5.7015
H -0.3053 1.2867 7.0079
H -1.8101 2.2013 7.2060
H -0.4193 2.9434 6.4086
H 3.2568 0.6975 2.9216
H 3.1870 2.4759 1.7328
H 2.3689 4.5808 3.7630
H 3.9175 4.3856 2.9434
H 3.4091 3.2049 4.1635
H 0.7856 4.3158 1.4594
H 1.7289 3.4643 0.2318
H 2.4174 4.8339 1.0689
H 0.2616 4.0832 4.7801
H -0.7952 6.2937 4.6896
H -2.3720 6.7947 2.8051
H -2.8038 5.0884 1.1461
H -2.4369 5.1784 -2.1788
H -1.6966 5.4381 -0.6022
H -3.4412 5.1402 -0.7363
H -4.2972 2.8403 -1.5731
H -3.1057 1.5961 -1.9848
H -3.2173 3.0687 -2.9431
H -0.0723 3.6644 -1.4068
H -0.9874 3.3139 -2.8651
H -0.6190 2.0108 -1.7236
H -5.0324 3.6084 0.1226
H -4.5622 4.0200 1.7781
H -5.8113 2.8192 1.4896
H -4.7427 1.0581 -0.6034
H -5.2412 0.4294 0.9592
H -3.6427 0.0403 0.3353
H -3.5344 2.4910 3.2614
H -2.8751 0.9235 2.7293
H -4.6150 1.1285 2.9403
S -3.5839 -4.0109 1.2147
Sb -1.4147 -3.4290 1.6077
S -0.1817 -3.8186 -0.5380
S -1.2360 -0.9785 1.1000
C 1.5792 -2.3490 -3.3425
O 1.5663 -1.0148 -2.8184
C 2.3958 -0.1352 -3.4491
C 2.9988 -0.4368 -4.6606
C 3.8395 0.4883 -5.2624
Br 4.6691 0.0391 -6.9084
C 4.0623 1.7149 -4.7004
C 3.4457 2.0418 -3.4842
C 2.6554 1.0977 -2.8322
O 2.1154 1.2433 -1.5927
C 3.6969 3.4260 -3.0279
N 4.8091 4.0650 -3.2838
C 4.6252 5.3427 -2.7856
C 5.4892 6.4379 -2.7834
C 5.0422 7.6108 -2.2077
C 3.7614 7.7075 -1.6378
C 2.8909 6.6349 -1.6337
C 3.3505 5.4608 -2.2218
N 2.7733 4.2233 -2.4045
H 2.5975 -2.7399 -3.3589
H 1.1379 -2.3716 -4.3392
H 0.9736 -2.9502 -2.6702
H 2.8396 -1.3906 -5.1337
H 4.6976 2.4508 -5.1686
H 2.4214 2.0472 -1.1603
H 6.4758 6.3567 -3.2204
H 5.6897 8.4781 -2.1910
H 3.4504 8.6423 -1.1895
H 1.9076 6.7021 -1.1852
H 1.8585 3.9645 -2.0809
Te 3.3833 -2.1925 0.0569
C -3.1744 -0.2297 -4.4340
Sb -2.1425 -1.1861 -2.7760
C -3.9601 -1.9230 -1.9207
C -1.7611 -2.9370 -3.9771
H -3.7106 -0.9825 -5.0144
H -2.4685 0.2869 -5.0874
H -3.8916 0.5016 -4.0581
H -4.2518 -2.8354 -2.4398
H -4.7395 -1.1677 -2.0342
H -3.8273 -2.1593 -0.8648
H -2.7187 -3.3231 -4.3272
H -1.2647 -3.6962 -3.3740
H -1.1414 -2.6809 -4.8377
```

Löwdin atomic charge list, values in e, 2 entries: -0.3609, -0.0617


No. 2
Computed, not measured: C38H42BrF4NNiO7PSb as an isolated structure at a distorted geometry, with wB97M-V/def2-TZVPD.

total charge = +2
frontier orbital gap (alpha / beta) = 0.237 / 0.239 hartree
HOMO energy (alpha / beta) = -13.1 / -13.1 eV
E_tot = -7117.2571 Ha
energy relative to the best compared isomer or geometry (same formula, charge and spin) = 60.68 kJ/mol

XYZ file:
```
96
C38H42BrF4NNiO7PSb | the OMol25 dataset | wB97M-V/def2-TZVPD
Ni -0.2159 -0.8776 -1.5716
F -3.0746 1.8052 -7.2480
C -2.7853 1.5968 -5.9912
C -3.1671 2.5116 -5.0225
F -3.8268 3.5938 -5.3576
C -2.8496 2.2694 -3.6908
F -3.2386 3.1549 -2.7821
C -2.1464 1.1428 -3.2947
P -1.7386 0.7865 -1.5561
C -1.1941 2.3532 -0.8604
C -0.2087 3.0527 -1.5570
C 0.2483 4.2675 -1.0795
C -0.2750 4.7915 0.0961
C -1.2419 4.0885 0.7997
C -1.6971 2.8641 0.3314
C -3.2504 0.2134 -0.7605
C -3.3412 -1.1355 -0.4280
C -4.5068 -1.6392 0.1279
C -5.5819 -0.7966 0.3611
C -5.4991 0.5513 0.0292
C -4.3430 1.0580 -0.5374
C -1.7808 0.2431 -4.2909
Br -0.8484 -1.3632 -3.8816
C -2.0878 0.4487 -5.6198
F -1.7277 -0.4222 -6.5448
H 0.1939 2.6611 -2.4863
H 1.0021 4.8141 -1.6308
H 0.0672 5.7521 0.4576
H -1.6530 4.4969 1.7136
H -2.4508 2.3237 0.8913
H -2.5044 -1.8016 -0.6053
H -4.5760 -2.6921 0.3693
H -6.4939 -1.1896 0.7910
H -6.3436 1.2057 0.1991
H -4.2971 2.1040 -0.8118
O -0.0901 -2.9273 -0.9830
N 1.0053 -2.6793 -1.4293
C 2.7572 1.0498 2.6695
C 1.3859 1.0103 3.3441
C 1.5377 1.1225 4.8582
C 0.5472 2.1661 2.8047
Sb 0.3789 -0.8298 2.7977
C -1.5772 -1.1522 3.6566
C -1.4610 -1.2753 5.1735
C -2.1642 -2.4344 3.0659
C -2.4715 0.0309 3.2770
C 1.6909 -2.5509 2.6127
C 0.9107 -3.8348 2.3432
C 2.4312 -2.6850 3.9549
C 2.6986 -2.3082 1.4868
H 3.1902 2.0373 2.8451
H 2.6882 0.9090 1.5891
H 3.4517 0.3183 3.0861
H 2.0816 2.0466 5.0693
H 2.1110 0.3022 5.2973
H 0.5732 1.1940 5.3669
H 1.0909 3.0926 3.0037
H -0.4232 2.2489 3.2982
H 0.3897 2.0923 1.7304
H -0.8067 -2.0936 5.4808
H -2.4550 -1.4938 5.5715
H -1.1210 -0.3498 5.6447
H -1.6641 -3.3332 3.4286
H -2.1503 -2.4287 1.9758
H -3.2088 -2.4957 3.3809
H -2.1119 0.9824 3.6733
H -3.4526 -0.1516 3.7216
H -2.6033 0.1125 2.1966
H 0.3212 -4.1492 3.2054
H 1.6366 -4.6273 2.1476
H 0.2582 -3.7577 1.4755
H 1.7496 -2.7923 4.8019
H 3.1093 -1.8474 4.1420
H 3.0424 -3.5893 3.9264
H 2.2108 -2.2907 0.5202
H 3.4149 -3.1337 1.4952
H 3.2643 -1.3868 1.5989
O 0.5056 -0.1923 -0.0724
O -0.3478 -0.3912 1.0426
O 3.0262 -4.1812 -3.5811
C 2.6135 -3.1687 -3.1617
O 1.2525 -3.3602 -2.5087
C 3.0893 -1.7993 -3.3751
C 2.7985 -0.6725 -2.5990
C 3.3111 0.5777 -2.9252
C 4.1154 0.6599 -4.0425
O 4.7188 1.7425 -4.5616
C 5.4593 1.3002 -5.7104
O 5.2329 -0.1008 -5.8335
C 4.4247 -0.4655 -4.8116
C 3.9369 -1.7071 -4.5037
H 2.2498 -0.7575 -1.6751
H 3.1086 1.4463 -2.3141
H 6.5193 1.4863 -5.5408
H 5.0789 1.8110 -6.5944
H 4.1737 -2.5782 -5.0960
```

Löwdin atomic charge list, values in e, 2 entries: 0.1393, 0.1929


No. 3
Computed, not measured: one molecule with the formula C2H5NO2 at a distorted geometry, with wB97M-V/def2-TZVPD.

frontier orbital gap (alpha / beta) = 0.328 / 0.289 hartree
HOMO energy (alpha / beta) = -8.6 / -7.7 eV
E_tot = -284.2571 Ha
energy relative to the best compared isomer or geometry (same formula, charge and spin) = 552.09 kJ/mol

XYZ file:
```
10
C2H5NO2 | the OMol25 dataset | wB97M-V/def2-TZVPD
C 1.0214 -0.8983 0.0390
C -1.1337 0.6018 0.2391
O -0.0861 -1.2832 -0.5226
O 1.6937 0.2630 -0.1811
N -1.2597 -0.6141 -0.4529
H 1.1352 0.9317 -0.5984
H 1.7090 -1.7206 0.1939
H -0.3550 0.3753 1.0905
H -0.5839 1.4014 -0.2813
H -2.1410 0.9431 0.4738
```

natural (NBO) atomic charge list, values in e, 2 entries: 0.3696, -0.4927


No. 4
Computed, not measured: C32H42As2CuN2O3PS as an isolated structure at a distorted geometry, with wB97M-V/def2-TZVPD.

total charge = +1
<S²> = 0.75
multiplicity = 2
frontier orbital gap (alpha / beta) = 0.333 / 0.240 hartree
HOMO energy (alpha / beta) = -10.9 / -10.9 eV
E_tot = -8431.1722 Ha

XYZ file:
```
84
C32H42As2CuN2O3PS | the OMol25 dataset | wB97M-V/def2-TZVPD
Cu 0.2885 -0.8252 0.2768
C -3.2464 -2.1059 -0.9443
As -1.8113 -0.8643 -1.3741
C -2.7303 0.8459 -1.2420
C -1.9574 -1.0067 -3.3502
C -2.9542 -1.7923 -3.9262
C -3.2463 -1.6920 -5.2776
C -2.5637 -0.7854 -6.0716
C -1.5453 -0.0270 -5.5197
C -1.2149 -0.1489 -4.1729
As 0.3826 0.7115 -3.4636
C 0.4802 2.3300 -4.5885
C 1.6183 -0.4055 -4.5382
H -4.1560 -1.7844 -1.4481
H -3.4311 -2.1130 0.1175
H -2.9758 -3.1136 -1.2591
H -3.6375 0.8289 -1.8431
H -2.0817 1.6509 -1.5853
H -2.9814 1.0146 -0.1977
H -3.5107 -2.5019 -3.3312
H -4.0237 -2.3143 -5.7011
H -2.8164 -0.6793 -7.1185
H -1.0075 0.6788 -6.1425
H 0.9632 2.1189 -5.5412
H 1.0497 3.1006 -4.0720
H -0.5215 2.7148 -4.7760
H 1.3313 -0.3305 -5.5860
H 1.5512 -1.4519 -4.2378
H 2.6504 -0.0703 -4.4306
O -1.1017 -2.1448 1.4243
S -1.6598 -0.9360 2.0510
O -3.0874 -0.8622 2.1286
O -1.0590 0.2446 1.3300
C -1.0332 -0.8723 3.7049
C -1.8267 -1.3452 4.7373
C -1.3543 -1.2715 6.0361
C -0.1056 -0.7173 6.2851
C 0.6874 -0.2629 5.2434
C 0.2319 -0.3412 3.9302
P 1.2491 0.1856 2.4987
C 1.2125 2.0020 2.6615
C 2.2889 2.7697 2.2140
C 2.2721 4.1482 2.3547
C 1.1670 4.7785 2.9076
C 0.0728 4.0250 3.3071
C 0.0934 2.6446 3.1878
C 2.9100 -0.2976 3.1189
C 3.7920 0.4685 3.8766
C 4.9869 -0.0854 4.3147
C 5.3090 -1.3993 4.0059
C 4.4370 -2.1703 3.2510
C 3.2483 -1.6160 2.8053
H -2.8069 -1.7429 4.5088
H -1.9613 -1.6370 6.8530
H 0.2527 -0.6365 7.3030
H 1.6650 0.1488 5.4530
H 3.1517 2.2906 1.7648
H 3.1244 4.7334 2.0337
H 1.1575 5.8543 3.0208
H -0.8012 4.5168 3.7139
H -0.7620 2.0626 3.5052
H 3.5487 1.4906 4.1345
H 5.6702 0.5099 4.9064
H 6.2374 -1.8249 4.3633
H 4.6893 -3.1948 3.0081
H 2.5434 -2.2004 2.2215
N 0.8142 -2.5225 -0.8567
C 2.0162 -3.3602 -0.6736
C 3.2256 -2.8504 -1.4471
C 3.9220 -1.5906 -0.9174
C 3.3094 -0.2591 -1.3520
N 2.2569 0.2038 -0.4308
H -0.0135 -3.0528 -0.6005
H 0.7272 -2.2457 -1.8294
H 1.8096 -4.3764 -1.0195
H 2.2373 -3.4172 0.3938
H 2.9336 -2.6884 -2.4913
H 3.9544 -3.6624 -1.4553
H 4.9490 -1.6107 -1.2840
H 3.9714 -1.6268 0.1740
H 2.8788 -0.3548 -2.3481
H 4.1103 0.4834 -1.4194
H 1.8641 1.0768 -0.7759
H 2.6990 0.4158 0.4565
```

Löwdin atomic charge list, values in e, 2 entries: 0.3559, -0.2627


No. 5
Computed, not measured: one molecule with the formula C4H8O3, with wB97M-V/def2-TZVPD.

frontier orbital gap = 0.418 hartree
SMILES = COC(=O)[C@@H](C)O
HOMO energy = -10.6 eV
E_tot = -382.9286 Ha
energy relative to the best compared isomer or geometry (same formula, charge and spin) = 95.11 kJ/mol

XYZ file:
```
15
C4H8O3 | the OMol25 dataset | wB97M-V/def2-TZVPD
C 2.2637 0.1205 0.1571
O 0.9825 0.1370 0.7846
C 0.0734 -0.7522 0.3604
O 0.3148 -1.8741 -0.0314
C -1.2891 -0.0993 0.2597
C -1.1159 0.9765 -0.8227
O -2.2821 -1.0315 -0.0616
H 2.8657 -0.7381 0.4573
H 2.7387 1.0519 0.4677
H 2.1374 0.1210 -0.9311
H -1.5367 0.3798 1.2151
H -0.3720 1.7086 -0.4970
H -2.0606 1.4854 -1.0188
H -0.7683 0.5130 -1.7541
H -1.8284 -1.8480 -0.3222
```

natural (NBO) atomic charge list, values in e, 2 entries: -0.2591, -0.5205


No. 6
Computed, not measured: an isolated ion of composition C7H12 and charge -1 at a distorted geometry, with wB97M-V/def2-TZVPD.

total charge = -1
<S²> = 0.75
multiplicity = 2
frontier orbital gap (alpha / beta) = 0.107 / 0.316 hartree
HOMO energy (alpha / beta) = 1.2 / -4.7 eV
E_tot = -273.7582 Ha
energy relative to the best compared isomer or geometry (same formula, charge and spin) = 206.52 kJ/mol

XYZ file:
```
19
C7H12 | the OMol25 dataset | wB97M-V/def2-TZVPD
C -0.1949 -2.3772 -0.7487
C 0.9465 -1.2821 -0.7720
C 0.3399 0.0948 -0.5982
C -0.4133 0.6423 -1.5968
C 0.5815 0.7727 0.6573
C -0.6632 1.4818 1.1055
C -0.6129 2.0636 2.3844
H -0.6016 -2.5095 0.1812
H -0.8521 -2.2365 -1.7073
H 0.3869 -3.4476 -0.7778
H 1.2884 -1.3959 -1.8591
H 1.6991 -1.7210 -0.1017
H -0.9521 1.5647 -1.5830
H -0.4415 0.2053 -2.5783
H 1.3157 1.5573 0.4262
H 0.7769 0.0301 1.4642
H -1.3635 1.8439 0.3672
H -1.4741 2.7009 2.6621
H 0.2343 2.0124 3.0746
```

natural (NBO) atomic charge list, values in e, 2 entries: -0.6071, -0.5802